Computed, not measured: CH2Br2N2O as an isolated structure, with ωB97M-V/def2-TZVPD.

XYZ file:
```
8
Properties=species:S:1:pos:R:3:forces:R:3
C 0.095105 -0.495653 1.151457 -0.490 -1.400 -0.914
N 0.970938 -0.662666 0.394211 2.478 0.178 -1.058
N -0.612049 0.076666 -2.330930 1.618 -1.548 -0.960
O -0.963223 -0.609499 1.615001 -1.569 0.895 1.702
Br 0.543751 1.519682 -2.302809 0.163 0.835 0.226
Br -2.171854 0.278248 -1.576694 -2.245 1.049 -1.734
H -2.188646 0.151736 -0.205179 0.413 -0.322 2.397
H 1.936932 -0.670087 0.124557 -0.368 0.313 0.342
```
Forces are in eV/Å.

Multiplicity = 1
HOMO-LUMO gap = 8.548 eV
HOMO energy = -8.5 eV
Net charge = 0

Computed, not measured: C40H40CsN11S2Sb2Se4 as an isolated structure, with ωB97M-V/def2-TZVPD.

XYZ file:
```
100
Properties=species:S:1:pos:R:3:forces:R:3
Cs -2.849418 0.252715 0.422257 0.479 -0.085 -0.189
N 1.891209 0.285647 -1.341787 -0.123 0.213 -0.176
C 0.562802 0.509563 -1.485123 0.175 -0.010 -0.039
N -0.004221 1.663697 -1.502919 -0.017 0.065 -0.011
C 0.792559 2.800302 -1.353502 0.005 -0.139 0.070
N 0.309199 3.985345 -1.425980 -0.163 0.148 0.181
N -1.010909 4.055713 -1.810388 -0.133 0.040 -0.114
C -1.922816 4.016668 -0.935639 0.304 -0.070 -0.177
C -3.339060 3.951048 -1.395537 -0.097 0.053 0.196
C -4.179185 5.054287 -1.386181 -0.054 -0.017 -0.041
C -5.499043 4.884974 -1.783638 0.024 -0.014 -0.003
C -5.933104 3.625264 -2.154997 0.022 0.001 0.030
C -5.018052 2.583444 -2.111926 -0.047 0.148 -0.063
N -3.749383 2.735315 -1.751348 0.031 -0.224 -0.049
C 2.234183 2.629607 -1.077604 -0.033 -0.003 0.013
C 3.091752 3.698699 -0.818815 -0.014 0.029 0.029
C 4.430186 3.479048 -0.560222 0.004 0.019 0.016
C 4.932897 2.176248 -0.559957 -0.020 -0.034 0.000
C 4.104998 1.104662 -0.819021 0.033 -0.033 0.035
C 2.752225 1.334519 -1.077948 -0.075 -0.076 -0.037
H 2.197287 -0.663362 -1.167628 -0.050 0.217 0.020
H -0.043885 -0.382910 -1.600632 0.049 0.011 -0.055
H -1.710984 3.918239 0.134720 0.027 0.009 -0.015
H -3.801845 6.019278 -1.072712 -0.007 -0.002 0.005
H -6.183055 5.724930 -1.778214 -0.005 -0.002 -0.002
H -6.960546 3.413145 -2.416857 -0.006 0.019 -0.001
H -5.346352 1.580848 -2.367029 0.001 0.003 0.007
H 2.674035 4.697018 -0.829827 0.003 0.002 -0.001
H 5.088231 4.314057 -0.355400 0.001 0.006 -0.004
H 5.979476 1.998544 -0.345985 0.008 -0.005 0.006
H 4.478988 0.086946 -0.804378 -0.004 0.083 -0.007
C -6.082132 -2.150284 -3.809351 -0.004 -0.008 -0.007
C -4.765247 -2.560158 -4.348040 0.005 -0.012 0.008
N -4.549720 -3.250438 -5.423830 0.000 0.012 0.002
N -3.182747 -3.352034 -5.481977 0.005 -0.002 -0.005
C -2.532392 -2.738147 -4.476285 -0.024 0.003 0.005
S -0.887569 -2.678809 -4.211222 0.010 0.004 0.015
N -3.569628 -2.221950 -3.746665 0.039 0.014 -0.018
N -3.404120 -1.478079 -2.583298 0.087 0.009 0.107
H -6.868608 -2.583026 -4.422113 0.003 -0.006 0.000
H -6.200949 -1.064275 -3.810923 0.002 -0.001 0.001
H -6.199587 -2.466346 -2.770014 0.002 0.008 0.004
H -2.732266 -3.865236 -6.215399 0.005 -0.004 -0.004
H -4.120918 -0.759031 -2.568366 0.002 0.032 -0.034
H -3.603380 -2.073877 -1.779569 -0.149 0.001 -0.037
Se -8.292276 0.452216 -1.817317 0.067 0.030 -0.041
Sb -6.941042 -0.015372 0.169794 -0.162 -0.038 0.341
Se -5.598753 -2.062615 0.079707 -0.003 -0.032 -0.030
Se -5.728046 1.830816 1.213398 -0.383 0.098 0.094
Se -9.080590 -0.476967 1.424649 0.077 0.037 -0.153
C 1.722295 4.172468 3.021145 0.015 -0.001 -0.012
C 0.466881 3.374502 3.111500 -0.003 -0.007 0.006
C -0.475558 3.251316 4.108950 -0.003 0.002 -0.003
C -1.430481 2.334927 3.612746 -0.011 0.065 -0.017
N -1.095463 1.930285 2.399629 -0.069 0.053 0.039
N 0.048538 2.572255 2.114620 0.028 -0.060 -0.017
C -2.680157 1.833818 4.262889 0.009 0.005 0.002
H 1.776701 4.870568 3.855196 0.005 0.002 -0.008
H 1.762446 4.741140 2.090588 -0.008 0.004 -0.012
H 2.602110 3.528245 3.058541 -0.018 0.000 0.008
H -0.475517 3.752287 5.063013 0.000 -0.001 0.000
H 0.517724 2.365426 1.247472 0.010 0.002 -0.021
H -2.754359 2.203329 5.285442 -0.005 0.003 -0.002
H -2.686683 0.743549 4.292355 0.002 -0.001 0.007
H -3.569672 2.149999 3.714716 0.001 -0.008 -0.006
S 0.324040 -1.294384 1.068197 -0.019 -0.003 0.195
Sb 2.051744 -2.526429 1.937979 0.114 -0.024 -0.091
C 3.486226 -2.424117 0.301013 0.027 -0.063 0.013
C 3.020828 -2.524935 -1.010095 0.195 -0.235 0.043
C 3.890493 -2.451366 -2.092394 0.021 -0.038 -0.010
C 5.252609 -2.281996 -1.877291 -0.015 -0.056 -0.011
C 5.733893 -2.196601 -0.577738 0.001 -0.051 0.015
C 4.856440 -2.269318 0.499384 -0.001 0.045 0.004
C 3.363018 -0.981955 3.029173 -0.075 -0.065 0.066
C 4.176843 -1.376949 4.081572 0.002 -0.027 -0.017
C 5.064409 -0.480418 4.669311 0.002 -0.001 0.007
C 5.141841 0.822088 4.197605 0.008 0.012 -0.002
C 4.320674 1.226040 3.151410 -0.010 -0.011 -0.025
C 3.425100 0.329749 2.579507 -0.012 0.043 -0.012
C 1.487682 -4.604434 1.223341 -0.043 -0.040 0.041
C 0.607274 -4.771365 0.160631 -0.060 0.008 0.047
C 0.303106 -6.046475 -0.300335 -0.002 -0.012 0.003
C 0.866807 -7.161792 0.307489 -0.004 0.001 -0.006
C 1.730738 -6.999927 1.381688 0.002 0.006 0.001
C 2.035399 -5.721671 1.838112 0.043 0.002 -0.042
H 1.955748 -2.645457 -1.187799 -0.027 -0.089 -0.007
H 3.500581 -2.522971 -3.101050 -0.001 0.018 0.003
H 5.933491 -2.217711 -2.717551 -0.007 0.006 0.002
H 6.795664 -2.066010 -0.400536 -0.004 0.005 0.000
H 5.248283 -2.174071 1.506530 -0.003 -0.002 -0.004
H 4.126451 -2.398935 4.448041 0.003 -0.001 0.002
H 5.697073 -0.798741 5.490764 -0.004 -0.003 0.000
H 5.837386 1.522853 4.644565 0.000 -0.001 -0.003
H 4.387785 2.238955 2.770791 0.008 0.004 -0.009
H 2.771016 0.649319 1.774549 0.000 0.016 -0.032
H 0.137731 -3.904414 -0.293211 0.002 0.001 0.001
H -0.382841 -6.166276 -1.130723 0.005 0.001 -0.004
H 0.623797 -8.155576 -0.049804 0.000 0.001 0.000
H 2.162931 -7.868470 1.866616 0.001 0.002 0.003
H 2.708740 -5.600240 2.682497 0.004 -0.007 -0.003
```
Forces are in eV/Å.

Multiplicity = 1
HOMO-LUMO gap (alpha / beta) = 6.071 / 5.682 eV
HOMO energy (alpha / beta) = -2.8 / -2.6 eV
Net charge = -2

Computed, not measured: a 5-piece molecular cluster, C10H28NO9 overall, with ωB97M-V/def2-TZVPD.

XYZ file:
```
48
Properties=species:S:1:pos:R:3:forces:R:3
N -0.378686 0.458773 -0.188395 -0.788 -0.722 -0.331
O -0.665463 1.604807 -0.173732 -0.851 5.476 0.565
O -0.134783 -0.094769 0.858269 1.157 -2.387 1.814
O -0.423856 -0.087049 -1.278646 0.731 -2.733 -2.238
C -1.254845 -4.446950 0.189447 -0.262 -0.943 -0.969
C -0.565258 -3.587690 -0.855951 -0.049 -0.202 -0.902
C -0.098400 -4.230357 -2.205367 0.682 -0.807 0.558
O -1.499566 -2.664163 -1.327013 -0.998 0.582 0.601
H -0.529376 -5.137283 0.619846 -0.152 -0.128 0.198
H -2.035060 -5.004642 -0.328587 -0.059 -0.407 0.023
H -1.798560 -3.898462 0.958620 0.532 0.414 -0.021
H 0.254764 -3.134968 -0.298538 0.363 0.500 -0.486
H -0.025392 -3.486432 -2.998675 0.041 0.380 0.414
H -0.797681 -4.959392 -2.614770 -0.367 -0.100 0.381
H 0.870630 -4.728977 -2.183568 0.178 -0.128 0.281
H -1.030259 -1.835697 -1.449402 0.040 0.909 0.032
C 4.035430 -0.988178 -2.605820 1.705 -0.576 -0.851
C 3.612024 -0.546211 -1.250279 -1.520 1.988 -0.881
C 2.796853 0.770935 -1.450653 1.012 -0.196 0.020
O 2.805777 -1.472116 -0.622641 -0.435 -1.687 0.668
H 3.255684 -1.104128 -3.358579 -0.180 -0.181 0.336
H 4.681816 -1.863275 -2.538774 -0.476 -0.640 -0.036
H 4.770110 -0.292487 -3.011229 -0.167 0.603 -0.071
H 4.501275 -0.410429 -0.634732 0.104 0.387 0.113
H 2.301362 1.029356 -0.514809 0.135 0.473 -0.078
H 2.062760 0.739022 -2.255753 -0.294 -0.775 0.220
H 3.471282 1.529658 -1.847636 0.175 0.423 0.663
H 1.929934 -1.125761 -0.436803 -0.215 0.201 -0.035
C -0.489817 0.494143 5.217376 -0.100 2.884 1.577
C 0.058307 -0.581025 4.416070 0.754 -1.504 -1.055
O 1.157150 -0.232459 3.529096 -1.516 -0.296 0.925
O -1.159434 1.540691 4.502048 0.362 -0.141 0.158
H 0.287770 1.016646 5.774540 0.525 0.221 -0.390
H -1.103124 0.223871 6.076982 -0.455 -1.016 -0.264
H -0.792153 -0.981422 3.864248 0.039 -0.183 -0.571
H 0.434714 -1.413628 5.010369 -0.224 0.017 0.624
H 0.914770 -0.823043 2.812125 0.629 0.442 -0.926
H -1.958489 1.222763 4.075403 0.060 -0.281 -0.110
C -2.493757 4.261066 -1.537439 -1.173 2.230 -1.967
C -3.453769 5.402649 -1.296532 1.027 0.564 0.943
O -2.733235 6.584260 -0.797816 -0.759 -0.249 -1.156
O -2.019572 3.877701 -0.348792 0.498 -1.174 1.653
H -1.674843 4.630022 -2.154971 0.130 0.266 -0.508
H -3.029477 3.539864 -2.154668 -0.125 -0.756 0.221
H -4.123252 5.135540 -0.478886 -0.407 -0.344 -0.299
H -3.995905 5.589451 -2.223510 0.029 0.729 0.190
H -2.418909 6.391141 0.088467 0.011 -0.370 -0.020
H -1.519492 3.088635 -0.569939 0.655 -0.761 0.985
```
Forces are in eV/Å.

Multiplicity = 1
HOMO-LUMO gap = 8.756 eV
HOMO energy = -5.7 eV
Net charge = -1

Computed, not measured: C28H32ClKN6O5S7 as an isolated structure, with ωB97M-V/def2-TZVPD.

XYZ file:
```
80
Properties=species:S:1:pos:R:3:forces:R:3
K 11.333936 11.957555 10.156932 0.257 -0.097 -0.286
C 9.607721 14.222499 12.057634 -0.466 -0.711 -0.323
C 9.506027 12.669372 12.213248 -1.086 1.809 0.053
N 8.680458 11.986540 11.506363 0.747 0.094 -0.346
N 7.897718 12.716919 10.644805 -1.147 0.880 2.081
C 7.785915 12.478341 9.431299 0.067 -0.666 -2.447
S 8.763338 11.518356 8.399436 0.132 -0.572 -0.072
S 6.404191 13.201683 8.465563 0.650 -0.354 0.465
C 5.600262 13.990934 9.839860 -0.858 -0.156 -0.328
C 6.168647 15.283017 10.278620 1.881 1.006 0.616
C 6.040629 15.635049 11.623692 0.475 2.416 -0.973
C 6.559733 16.875332 12.041574 0.684 0.021 -1.595
C 7.360762 17.703308 11.180637 -0.145 -0.351 1.462
C 7.618291 17.290261 9.884671 -0.291 -0.360 0.719
C 7.028011 16.099763 9.501758 -0.368 -0.863 -1.453
C 10.183829 12.026340 13.353765 0.368 0.716 -0.669
C 9.406914 11.587607 14.405867 -0.773 -0.107 -0.929
C 9.970500 10.903453 15.462955 -2.113 -0.498 0.768
C 11.327445 10.762137 15.479017 1.014 0.087 0.065
C 12.116212 11.348104 14.509882 1.189 -0.988 1.234
C 11.609852 11.992404 13.396038 -0.129 0.416 0.054
O 12.409398 12.508006 12.527086 -0.646 0.081 -0.672
H 8.760673 14.750722 12.570600 0.331 -0.681 -0.801
H 10.474076 14.579850 12.553095 1.059 0.079 0.570
H 9.715123 14.539657 10.998794 -0.527 -0.162 0.560
H 4.535139 14.117593 9.622590 0.018 -0.063 -0.190
H 5.676931 13.270070 10.646652 -0.061 0.017 0.287
H 5.489709 15.072737 12.334093 -0.446 -0.695 0.366
H 6.313656 17.163626 13.035573 0.258 0.435 0.721
H 7.908188 18.571054 11.579613 -0.649 -0.270 -0.045
H 8.296845 17.806688 9.187024 -0.429 -0.195 0.566
H 7.324416 15.797565 8.489610 -0.555 -0.360 0.365
H 8.321971 11.740492 14.257765 0.573 -0.296 0.465
H 9.268525 10.416778 16.170835 0.813 0.399 -0.173
H 11.843249 10.215328 16.246250 -0.037 -0.227 0.393
H 13.204614 11.251870 14.623014 -0.418 0.097 -0.229
O 15.251770 7.063976 13.649073 -0.815 -0.118 -0.014
Cl 15.694789 7.517602 12.358731 1.813 0.974 0.939
O 14.613761 7.824294 11.461569 -0.177 -0.356 0.085
O 16.479924 8.754313 12.589165 -0.587 -0.405 -0.441
O 16.585291 6.516658 11.820560 -0.303 0.028 -0.538
C 7.610285 9.143974 12.861642 0.109 -0.731 -0.999
C 8.597880 8.173750 13.475557 0.400 -0.289 1.293
S 9.419306 6.852585 12.566881 -0.279 -0.377 0.646
C 10.704646 7.559178 11.571910 -0.298 -1.211 -1.225
C 10.163044 8.266563 10.301623 2.358 0.676 0.629
S 9.382121 7.232935 9.055979 0.307 0.211 0.673
C 7.795334 7.058446 9.842613 -1.569 1.105 -0.565
C 7.062388 8.425520 10.166301 -0.208 -2.301 0.183
S 6.343095 8.412883 11.823021 -1.180 -0.318 -0.197
H 8.108456 9.850615 12.189179 -0.013 0.277 0.679
H 7.042373 9.632791 13.650767 0.268 0.346 0.013
H 8.188034 7.509435 14.259049 -0.624 0.526 -0.274
H 9.277368 8.794337 14.066015 0.526 -0.126 -0.294
H 11.311799 6.659597 11.287415 -0.455 0.777 0.061
H 11.354754 8.146683 12.187077 0.342 0.782 0.165
H 11.123436 8.645187 9.841514 -1.137 -0.013 0.005
H 9.542453 9.131565 10.612461 0.305 -0.423 -0.510
H 7.707991 6.447025 10.721423 0.620 -0.310 0.171
H 7.187215 6.580425 9.080869 -0.130 -0.213 -0.241
H 6.283394 8.516294 9.423555 -0.488 0.271 0.099
H 7.643486 9.288710 10.089441 1.164 1.296 -0.293
N 14.671911 11.181550 11.810203 -0.435 -0.543 1.012
C 14.781219 11.152667 10.477749 1.687 -1.193 1.631
N 13.956724 11.649786 9.617576 -0.318 0.339 0.583
C 14.487084 11.570583 8.388687 1.044 0.339 -2.320
C 15.736313 11.010332 8.217662 -0.870 -0.476 0.896
S 16.269931 10.403997 9.811267 -0.951 0.930 -1.129
C 13.698474 12.168086 7.285203 -0.509 -0.453 -0.235
C 14.148614 12.511091 6.054740 0.150 0.749 -0.332
S 12.817147 13.117977 5.073996 0.689 -0.043 0.147
C 11.761344 12.880180 6.419909 -0.166 -0.327 1.073
N 12.334827 12.348733 7.464613 -0.056 0.167 0.116
N 10.463213 13.301858 6.412657 0.192 0.438 -1.289
H 13.750805 11.542339 12.228983 1.139 -0.062 -0.523
H 15.286326 10.531099 12.356438 -0.879 0.699 -0.808
H 16.171357 10.669931 7.279275 -0.066 0.273 0.391
H 15.169983 12.746355 5.780051 -0.173 -0.430 -0.144
H 10.050399 13.359544 5.495140 0.060 0.165 -0.076
H 9.785738 12.931260 7.068463 0.139 -0.534 0.676
```
Forces are in eV/Å.

Multiplicity = 1
HOMO-LUMO gap = 6.423 eV
HOMO energy = -2.9 eV
Net charge = -2

ΔE to the lowest compared entry with this formula, charge and spin / eV: 3.969, 2.424, 0.436, 0.000